# 1
C43H32Cl6GeN4Sc | ωB97M-V/def2-TZVPD

```
87
Properties=species:S:1:pos:R:3:forces:R:3
Sc -15.9053 -0.9350 -11.5294 -1.935 -3.568 -1.106
C -12.9759 -3.7592 -7.4242 -0.195 -0.336 0.141
C -12.1592 -3.2245 -8.4187 -0.016 0.436 -0.089
C -12.6018 -2.1557 -9.1890 -0.446 0.479 -0.039
C -13.9265 -1.6600 -9.0591 0.779 -0.435 1.074
C -14.7177 -2.1629 -8.0214 0.213 -0.149 0.147
C -14.2306 -3.1980 -7.2059 -0.603 0.063 -0.051
N -14.4402 -0.6797 -9.9048 0.794 2.365 -0.750
C -13.8684 0.5846 -9.9091 -1.412 -2.676 0.006
C -12.9780 1.0227 -8.9284 0.992 1.181 0.817
C -12.5198 2.3486 -8.9497 0.286 -2.424 1.054
C -12.9866 3.2423 -9.8893 -0.618 1.256 -1.280
C -13.9019 2.8555 -10.8575 0.515 0.103 0.690
C -14.3061 1.5066 -10.8981 -0.778 0.872 0.339
N -15.2425 1.0754 -11.7970 0.536 3.049 -0.942
N -15.7969 2.0193 -12.5281 2.130 -0.857 2.864
C -16.1473 1.5762 -13.7364 -1.524 -0.543 -2.302
C -16.5617 2.5677 -14.6695 0.568 -0.795 0.671
C -16.6063 2.2002 -15.9919 0.218 -0.847 -0.273
C -16.2156 0.8871 -16.3501 -0.295 0.556 -0.158
C -15.9777 -0.0260 -15.3386 0.223 -0.661 0.593
N -15.9964 0.2763 -14.0304 0.433 0.688 -0.780
H -12.6543 -4.6287 -6.8312 -0.093 0.536 -0.285
H -11.1597 -3.6065 -8.5995 -0.076 -0.048 0.129
H -11.9237 -1.6220 -9.8693 -0.345 -0.535 0.027
H -15.7016 -1.7049 -7.8473 0.440 -0.374 -0.133
H -14.8928 -3.5870 -6.4164 0.445 0.167 -0.384
H -12.7380 0.3135 -8.1244 0.181 0.524 -0.433
H -11.7591 2.6503 -8.2152 -0.531 -0.021 -0.267
H -12.6278 4.2664 -9.8203 -0.161 -0.081 -0.254
H -14.3736 3.5216 -11.5778 0.451 -0.005 0.237
H -16.6760 3.5794 -14.2892 -0.224 -0.178 -0.240
H -16.9241 2.9069 -16.7388 0.102 0.149 -0.243
H -16.1078 0.5593 -17.3941 -0.209 0.291 0.578
H -15.7207 -1.0700 -15.5583 -0.229 0.369 -0.008
Cl -17.3584 -3.8226 -9.3675 0.261 -0.019 -0.454
C -18.0953 -2.2715 -9.2316 -0.898 1.991 1.153
C -17.6106 -1.0809 -9.8503 -0.208 -0.100 -0.347
C -18.2995 0.1326 -9.5998 -0.567 -1.974 1.337
Cl -17.8325 1.6057 -10.3732 0.110 0.015 -0.139
C -19.3622 0.1978 -8.6749 0.237 -0.843 -0.139
Cl -20.1486 1.7042 -8.3473 -0.071 -0.080 0.057
C -19.7984 -0.9778 -8.0100 1.712 -0.210 -1.770
Cl -21.1149 -0.9205 -6.9874 -1.179 0.066 1.085
C -19.1632 -2.2173 -8.2906 0.488 0.970 -0.457
Cl -19.6244 -3.6398 -7.4073 -0.212 0.320 -0.082
C -17.8113 -2.1112 -12.8668 0.652 0.755 0.834
H -18.4857 -2.2025 -11.9959 0.041 -0.096 -0.492
H -17.3339 -3.0865 -13.0468 -0.216 0.271 -0.122
Cl -13.3307 -1.3418 -13.3525 0.282 0.087 -0.043
C -13.9677 -2.8592 -13.9226 -0.634 -1.283 -0.676
C -13.8073 -3.2806 -15.2380 -0.512 -0.410 0.150
C -14.4238 -4.4772 -15.6918 0.569 0.624 -0.293
C -15.1676 -5.2342 -14.7901 -0.287 0.120 0.595
C -15.3391 -4.8089 -13.4682 -0.183 -0.875 -0.932
C -14.7330 -3.6277 -13.0156 -0.177 -0.048 0.962
C -14.9284 -3.2249 -11.6652 -0.541 1.506 0.823
H -13.2389 -2.6556 -15.9089 0.086 0.007 -0.213
H -14.3296 -4.7650 -16.7577 -0.031 0.176 0.862
H -15.6566 -6.1655 -15.0843 0.190 0.271 -0.146
H -15.9592 -5.4273 -12.7713 0.723 0.748 -0.599
H -14.0774 -2.7503 -11.2019 0.389 -0.264 0.077
H -15.5225 -3.8380 -10.9697 0.585 0.119 -0.742
Ge -18.8027 -1.4779 -14.4033 0.614 -0.880 1.202
C -20.6822 -1.7822 -14.0438 -0.691 0.586 0.416
C -21.2813 -3.0470 -14.0387 -0.140 -0.381 0.032
C -22.6160 -3.2054 -13.6479 0.161 0.193 -0.089
C -23.3719 -2.0906 -13.2552 -0.107 -0.004 0.069
C -22.7824 -0.8225 -13.2141 0.547 -0.260 -0.304
C -21.4292 -0.6808 -13.5869 -0.931 -0.525 0.010
C -18.2917 -2.5507 -15.9389 0.306 0.051 -1.121
C -18.1325 -3.9436 -15.8425 0.097 0.045 -0.172
C -17.7318 -4.6778 -16.9589 -0.085 -0.644 0.336
C -17.4335 -4.0567 -18.1626 0.469 -0.228 -0.622
C -17.5058 -2.6734 -18.2747 -0.589 0.352 0.997
C -17.9920 -1.9309 -17.1781 -0.014 -0.875 -0.098
H -18.6508 0.0149 -14.7425 -0.164 0.131 -0.173
H -20.7012 -3.9559 -14.3090 -0.392 0.800 0.083
H -23.0571 -4.2089 -13.6668 0.080 0.450 0.080
H -24.4234 -2.2185 -12.9602 0.510 0.061 -0.165
H -23.3528 0.0684 -12.9325 0.137 -0.420 0.048
H -20.9855 0.3098 -13.5037 0.074 -0.161 -0.178
H -18.2917 -4.4995 -14.9038 0.048 0.582 -0.388
H -17.6155 -5.7728 -16.8485 -0.109 0.720 -0.215
H -17.1052 -4.6543 -19.0305 -0.134 0.305 0.559
H -17.2037 -2.1521 -19.1746 -0.128 -0.124 -0.128
H -18.1761 -0.8645 -17.3110 0.212 -0.170 0.180
```
Forces are in eV/Å.

## Properties
Orbital gap (spin up / spin down) in eV: 4.0490 / 4.0502
Energy relative to the best compared isomer or geometry (same formula, charge and spin) in eV: 1.199
HOMO (spin up / spin down) in hartree: -0.14320 / -0.14320
Total charge: -1

=====

# 2
C5H10O2 | ωB97M-V/def2-TZVPD

```
17
Properties=species:S:1:pos:R:3:forces:R:3
C 0.1035 -2.3547 -0.4273 0.069 -0.242 -0.053
O -0.3920 -1.0317 -0.4258 0.003 0.052 -0.003
C -0.0632 -0.3560 0.7485 -0.075 0.051 0.189
C 1.2904 0.2861 0.8319 0.238 -0.015 0.009
C 0.0519 1.1313 0.6509 -0.123 0.108 0.060
C -0.2291 1.8166 -0.6663 0.390 0.004 0.068
O -1.6173 1.9594 -0.8914 -0.161 -0.254 -0.053
H -0.5202 -3.0143 0.1944 0.103 0.119 -0.074
H 1.1357 -2.3892 -0.0505 -0.151 0.017 -0.101
H 0.0851 -2.7126 -1.4594 -0.030 0.025 0.154
H -0.4906 -0.7904 1.6562 0.059 0.100 -0.176
H 1.8150 0.3130 1.7821 -0.096 -0.010 -0.137
H 1.9280 0.1556 -0.0409 -0.132 0.057 0.130
H -0.3003 1.6843 1.5191 0.076 -0.083 -0.115
H 0.1839 2.8306 -0.6556 -0.043 -0.143 0.011
H 0.2545 1.2667 -1.4860 -0.089 0.063 0.124
H -1.9775 1.0628 -0.9185 -0.040 0.149 -0.034
```
Forces are in eV/Å.

## Properties
Orbital gap in eV: 10.7819
Energy relative to the best compared isomer or geometry (same formula, charge and spin) in eV: 2.489
SMILES: CO[C@H]1C[C@H]1CO
HOMO in hartree: -0.35936

=====

# 3
C29H76Cu2O29S9 | ωB97M-V/def2-TZVPD

```
145
Properties=species:S:1:pos:R:3:forces:R:3
Cu 20.6477 -3.8975 13.0829 0.161 -0.299 -0.328
Cu 23.0993 -0.8095 17.5528 0.294 0.120 0.189
O 23.1038 -6.6362 12.3099 2.262 -0.547 1.606
C 24.2493 -7.0215 13.0729 -0.571 1.030 0.480
C 24.5386 -6.3369 14.4790 -1.194 1.164 -0.431
O 24.0706 -5.0534 14.7536 0.033 -0.774 -0.835
H 25.2096 -7.0348 12.5574 -0.176 0.632 -1.073
H 24.2355 -8.0894 13.2909 -0.781 -0.450 -0.086
H 25.5849 -6.3844 14.7809 0.177 -0.375 -0.168
H 23.9524 -6.8901 15.2128 -0.090 -0.423 0.534
O 22.5520 -0.7064 6.3387 0.217 0.040 0.322
S 22.0894 -1.9236 6.9285 -0.108 -0.540 -1.474
O 21.8370 -1.9655 8.3610 -0.273 -0.578 -1.845
O 20.6963 -2.3003 6.0539 1.175 0.071 2.274
C 20.6878 -2.1959 4.6438 -0.684 -0.856 -2.567
C 19.4270 -1.5481 4.0208 0.592 0.868 1.984
C 23.3071 -3.2689 6.3824 -1.740 0.814 0.793
H 20.6269 -3.1747 4.1681 0.617 -0.683 0.756
H 21.5496 -1.7183 4.1776 0.257 0.216 0.697
H 19.6506 -0.4834 4.0876 -0.556 0.199 -0.819
H 18.5607 -1.6885 4.6672 -0.047 -0.301 -0.036
H 19.2103 -1.9623 3.0361 0.272 0.384 0.032
H 24.1974 -3.1075 6.9901 -0.010 0.082 -0.334
H 23.4178 -3.1395 5.3058 0.255 0.143 0.237
H 22.8560 -4.2381 6.5949 0.033 0.094 0.070
O 27.6588 -11.9775 4.7709 -1.673 -0.351 1.171
S 26.4709 -12.0184 5.6150 -0.461 0.241 0.356
O 25.4796 -10.9593 5.5632 0.831 -1.344 -0.429
O 25.6459 -13.4540 5.4112 -1.043 4.831 0.170
C 26.4096 -14.5460 5.2123 0.900 -3.306 -0.865
C 25.5491 -15.6530 4.5976 -0.440 -0.302 0.365
C 26.9117 -12.0636 7.3964 0.420 0.320 -1.979
H 26.7076 -14.8782 6.2068 0.878 -0.331 -0.140
H 27.2086 -14.3489 4.4975 0.419 0.063 0.468
H 25.0698 -15.3689 3.6608 0.181 0.214 0.014
H 24.7603 -15.9506 5.2884 -0.158 0.189 0.060
H 26.1047 -16.5752 4.4272 0.357 0.211 -0.065
H 27.3787 -11.0803 7.4517 -0.146 0.073 0.426
H 27.7030 -12.7968 7.5530 -0.492 -0.247 0.314
H 25.9594 -12.1152 7.9243 0.428 -0.265 0.149
O 34.4091 -13.2599 14.7061 -2.182 -0.113 0.604
S 33.0952 -13.5248 15.2760 0.295 -0.671 1.691
O 32.8288 -13.2022 16.7183 0.282 -0.579 -3.839
O 31.9783 -12.8228 14.2769 0.998 -0.893 1.175
C 30.6480 -12.5602 14.8081 0.467 0.196 0.469
C 30.6568 -11.1954 15.4249 -0.261 1.377 -1.013
C 32.6853 -15.3309 15.0282 0.837 0.560 0.744
H 30.3011 -13.3046 15.5248 0.220 -0.384 -0.313
H 30.0251 -12.4975 13.9158 -0.089 -0.550 0.155
H 31.4824 -10.9215 16.0818 -0.234 -0.553 0.213
H 29.6817 -10.9046 15.8155 0.026 -0.310 0.458
H 30.7463 -10.5584 14.5449 0.301 0.516 0.066
H 31.8152 -15.5601 15.6434 -0.427 0.208 -0.719
H 33.4460 -15.9671 15.4805 0.520 0.637 0.350
H 32.7440 -15.6433 13.9855 -0.766 0.547 -0.041
O 20.9252 -13.4211 21.7730 2.215 0.840 2.542
S 21.9516 -12.8593 22.6975 -2.171 0.176 -1.010
O 22.4022 -13.5145 23.9077 -0.053 0.602 -2.059
O 23.2189 -12.4800 21.7016 0.823 -2.092 4.276
C 22.8777 -12.0442 20.4880 -1.233 2.590 -4.132
C 24.0488 -11.8073 19.5199 0.845 -1.141 0.531
C 21.3909 -11.1502 23.1428 0.378 -0.864 -0.160
H 22.4126 -11.0646 20.5980 -0.398 0.319 -0.026
H 22.1355 -12.6722 19.9952 0.112 -0.201 0.087
H 23.8291 -11.2470 18.6111 -0.625 0.003 0.233
H 24.4180 -12.7820 19.2010 0.119 -0.058 -0.137
H 24.9096 -11.3183 19.9760 -0.157 0.144 0.311
H 20.7192 -10.8705 22.3313 0.294 0.304 0.111
H 22.2855 -10.5406 23.2701 -0.060 0.047 -0.441
H 20.8698 -11.0952 24.0986 -0.084 -0.658 -0.123
O 16.6370 -4.2224 9.2254 -0.799 -0.429 -0.801
S 15.7174 -5.0973 8.5282 -1.268 1.054 0.300
O 14.6680 -5.7526 9.3111 1.631 0.704 -1.632
O 15.0421 -4.2085 7.2645 1.457 -1.558 2.011
C 13.9146 -4.7647 6.5992 -3.014 1.350 0.029
C 12.5848 -4.2110 7.2545 1.401 -0.828 -0.480
C 16.6832 -6.1950 7.5357 0.328 -0.642 0.457
H 13.7738 -5.8350 6.4485 1.009 -0.264 0.545
H 13.9082 -4.3225 5.6030 0.480 -0.045 -0.040
H 11.7809 -4.5055 6.5799 -0.173 0.368 0.055
H 12.7198 -3.1328 7.3406 -0.418 -0.045 -0.027
H 12.3919 -4.6575 8.2299 0.141 0.082 -0.017
H 17.5051 -6.6200 8.1118 -0.217 0.125 0.446
H 17.1678 -5.6027 6.7595 -0.540 -0.172 -0.228
H 16.0482 -7.0342 7.2517 0.052 0.289 -0.568
O 28.6447 -1.0965 18.2228 3.343 -0.118 0.161
S 30.1184 -0.9270 18.1533 -0.859 -2.072 -0.018
O 30.6822 0.3744 18.2276 -0.049 0.563 -0.157
O 30.8606 -1.8452 19.3127 -1.784 0.385 -0.773
C 32.2638 -1.6370 19.6037 0.418 0.501 -0.422
C 33.0946 -2.7627 19.0704 0.176 -0.553 -0.215
C 30.7795 -1.7878 16.6467 -0.278 0.522 0.558
H 32.3944 -1.5437 20.6818 -0.383 0.253 -0.092
H 32.5625 -0.7340 19.0713 0.081 0.273 0.541
H 33.0362 -2.7320 17.9824 0.107 -0.439 0.008
H 32.8017 -3.7338 19.4695 -0.286 -0.012 -0.209
H 34.1455 -2.6697 19.3443 -0.005 0.380 0.029
H 30.1539 -1.5432 15.7883 -0.113 -0.029 0.211
H 30.8534 -2.8622 16.8150 -0.364 0.152 0.127
H 31.7834 -1.4101 16.4526 -0.080 0.183 0.227
O 24.3859 -4.3852 21.1090 0.121 -0.070 -0.382
S 23.9840 -5.4840 21.9369 -0.042 -0.719 2.301
O 22.7691 -6.2146 21.5998 2.093 0.666 0.611
O 25.2665 -6.5181 22.1687 -4.653 0.173 0.349
C 26.5082 -6.0291 21.8657 1.720 0.742 -1.243
C 27.4940 -6.9635 22.5244 -0.164 0.786 -0.469
C 23.9255 -4.8850 23.6957 -0.980 -0.233 -0.691
H 26.6584 -4.9878 22.1509 -0.095 0.082 0.379
H 26.5157 -6.0240 20.7758 0.906 -0.073 -0.186
H 28.4756 -6.6549 22.1645 0.174 -0.520 0.095
H 27.1960 -7.9721 22.2381 0.522 -0.087 0.209
H 27.4483 -6.8065 23.6021 0.038 -0.296 -0.014
H 24.8210 -4.3889 24.0701 0.244 -0.280 -0.610
H 23.6591 -5.7229 24.3400 0.144 -0.101 -0.231
H 23.1102 -4.1640 23.7553 -0.054 -0.010 -0.191
O 26.0328 -16.1086 12.0661 -1.430 -0.928 1.757
S 25.2533 -16.7786 13.1198 0.506 -0.563 0.681
O 25.5685 -16.5996 14.5429 -0.399 0.203 -2.389
O 23.6320 -16.3938 12.9209 1.922 -1.631 0.545
C 23.3718 -15.0708 12.5153 -2.447 0.824 -0.422
C 21.7777 -14.7801 12.7836 1.818 0.009 0.982
C 25.2557 -18.6481 12.8568 -0.436 1.707 -0.443
H 23.6128 -14.9893 11.4554 -0.166 0.130 -0.064
H 24.0115 -14.3705 13.0524 -0.255 0.127 0.183
H 21.0819 -15.6136 12.6876 0.459 -0.193 -0.992
H 21.4299 -13.8708 12.2935 0.130 -0.282 -0.446
H 21.6164 -14.5770 13.8423 0.525 0.207 0.272
H 24.7417 -19.0796 13.7157 -0.010 0.055 -0.267
H 26.2806 -19.0061 12.7599 0.067 0.468 0.342
H 24.7791 -18.8091 11.8898 -0.283 -0.120 0.253
O 26.2760 2.2855 11.3113 -1.721 1.092 1.150
S 25.3555 2.9123 12.2604 0.939 -0.473 1.699
O 24.9281 2.1142 13.4468 0.464 2.006 -2.775
O 26.0535 4.2778 12.8910 -2.487 -2.851 1.194
C 27.0571 4.9260 12.2198 1.612 2.120 -1.655
C 28.4454 4.4158 12.5628 -0.084 -1.007 -0.511
C 23.9382 3.7345 11.4288 0.051 -0.342 -0.409
H 26.9599 5.9782 12.4874 -0.046 0.059 0.286
H 26.8019 4.9380 11.1602 0.549 -0.315 -0.328
H 28.3857 3.3434 12.3771 0.144 -0.266 0.643
H 28.7372 4.6609 13.5840 -0.160 -0.215 -0.026
H 29.2720 4.6705 11.8996 -0.352 0.783 -0.158
H 24.2009 4.0019 10.4053 0.557 -0.099 0.103
H 23.6395 4.6578 11.9253 0.252 -0.328 0.416
H 23.0814 3.0707 11.3131 0.206 -0.241 0.431
```
Forces are in eV/Å.

## Properties
Orbital gap (spin up / spin down) in eV: 3.9770 / 3.9790
Energy relative to the best compared isomer or geometry (same formula, charge and spin) in eV: 6.999
Spin multiplicity: 3
HOMO (spin up / spin down) in hartree: -0.48642 / -0.48642
<S²>: 2.009
Total charge: +2

=====

# 4
C3H9NS | ωB97M-V/def2-TZVPD

```
14
Properties=species:S:1:pos:R:3:forces:R:3
C -1.8794 1.4736 -0.1853 1.132 -0.028 -0.440
N -2.4359 1.2418 0.9225 0.186 -0.135 -0.232
H -1.7322 0.7844 -1.0279 -0.509 -0.319 0.224
H -1.2850 2.3722 -0.3714 -0.603 0.446 0.355
H -2.7730 0.2791 0.9216 -0.353 0.064 0.070
C 1.0524 -1.0922 0.7889 -1.632 -0.560 0.034
C 1.3141 -0.9418 -0.6922 1.362 0.954 -0.364
S 1.6112 0.8686 -1.1376 0.049 -1.078 0.258
H 0.0485 -0.7010 1.0060 0.355 0.412 0.202
H 1.7925 -0.6395 1.4400 0.087 0.206 -0.206
H 0.9287 -2.1369 1.0911 0.394 -0.139 -0.243
H 0.5644 -1.2581 -1.4063 -0.417 -0.366 0.443
H 2.2338 -1.4751 -0.9419 0.013 0.194 -0.192
H 0.5598 1.2248 -0.4072 -0.066 0.348 0.090
```
Forces are in eV/Å.

## Properties
Orbital gap in eV: 10.0782
Energy relative to the best compared isomer or geometry (same formula, charge and spin) in eV: 1.298
SMILES: C=N.CCS
HOMO in hartree: -0.33786